(1)
The following is a DFT calculation (ωB97M-V with the def2-TZVPD basis set) of an isolated molecule of C8H8O3.

Values from the calculation:
SMILES	Cc1cc(O)c(C=O)cc1O
HOMO	-8.51	eV
orbital gap	8.7	eV
total charge	0

Element x y z (Å)
O -2.675 0.080 -0.961
O 2.528 -0.098 0.755
O -1.636 0.748 -3.291
C -0.695 0.952 -2.649
C 0.921 0.464 -0.884
C -1.054 -0.415 0.735
C 1.221 -0.156 0.325
C -1.338 0.135 -0.473
C 0.511 -0.977 2.594
C 0.251 -0.493 1.244
C -0.335 0.587 -1.354
H 1.303 -0.103 2.863
H -0.264 -1.366 2.972
H -0.093 1.999 -2.902
H -2.864 0.268 -1.703
H -1.946 -0.636 1.545
H 1.324 -1.782 2.526
H 3.197 -0.019 0.091
H 1.645 0.813 -1.433

***

(2)
The following is a DFT calculation (ωB97M-V with the def2-TZVPD basis set) of an isolated molecule of C8H8P2.

Values from the calculation:
SMILES	[H]/P=C1/C=CC=C/C1=C/C#[PH2]
HOMO (alpha / beta)	-7.82 / -7.86	eV
orbital gap (alpha / beta)	7.5 / 6.9	eV
total charge	0

Element x y z (Å)
P 0.277 1.114 -2.132
P -1.540 -2.886 -2.411
C 0.288 0.979 -0.334
C -0.998 -1.614 -1.358
C -0.003 -0.183 0.419
C 0.770 2.181 1.718
C 0.581 1.018 2.451
C 0.618 2.156 0.350
C -0.534 -1.417 -0.142
C 0.194 -0.137 1.804
H -2.198 -2.100 -3.371
H 0.710 1.029 3.523
H 0.992 -0.074 -2.326
H -0.636 -2.211 0.599
H -0.370 -2.979 -3.161
H 1.043 3.099 2.216
H 0.019 -1.033 2.382
H 0.784 3.057 -0.226

***

(3)
The following is a DFT calculation (ωB97M-V with the def2-TZVPD basis set) of an isolated molecule of C8H8P2.

Values from the calculation:
HOMO (alpha / beta)	-7.66 / -7.66	eV
orbital gap (alpha / beta)	7.1 / 7.1	eV
total charge	0

Element x y z (Å)
P 1.058 1.369 1.434
P -1.861 0.647 1.314
C -1.584 -0.036 -1.507
C 0.583 0.009 2.653
C 1.184 0.660 -0.079
C -1.450 0.384 -0.230
C -0.703 -0.716 2.243
C 0.727 0.250 -2.439
C -0.584 0.081 -2.486
C 1.586 0.401 -1.293
H -2.444 -0.525 -1.971
H 1.300 -0.018 -3.373
H 0.564 0.415 3.673
H -1.230 -1.147 3.086
H -0.358 -1.301 1.437
H -0.877 -0.245 -3.493
H 1.468 -0.735 2.456
H 2.621 0.507 -1.424

***

Q: Which ΔE to the lowest compared entry with this formula, charge and spin values were calculated for the entries above? A: 117.5, 28.8, 71.9, in kcal per mole.
Q: Which DFT total energy values were calculated for the entries above? A: -535.20441, -992.20182, -992.13306, in hartree.
Q: Which M values were calculated for the entries above? A: 152.15, 166.10, 166.10, in g/mol.